1.
ORCA calculation (ωB97M-V with the def2-TZVPD basis set) on a cluster of 2 separate species, C10H11NOS in total in a non-equilibrium geometry.

Each line ends with the natural charge from an NBO analysis.
CARTESIAN COORDINATES (ANGSTROEM)
S -0.68359 -0.21503 -0.39341  0.515
O -0.77358 -1.31398 -1.64933  -0.856
N 0.07307 1.26446 2.76381  -0.331
C -2.48655 -1.03781 2.02157  -0.664
C 1.96001 1.25161 -3.04330  -0.195
C -1.09640 -1.03926 2.56180  -0.135
C 0.38990 0.95739 -1.29636  -0.163
C 0.90360 0.57281 -2.52008  -0.255
C 0.91118 2.00338 -0.55839  -0.236
C 2.37945 2.42170 -2.42499  -0.224
C -0.50123 0.27829 2.65808  0.264
C 1.86139 2.77051 -1.17699  -0.201
C -0.34146 -1.95780 3.12406  -0.313
H 0.62411 -1.58313 3.51772  0.220
H 2.31952 3.65668 -0.75105  0.215
H -3.10432 -1.22742 2.93948  0.239
H 0.40285 -0.31299 -2.98488  0.249
H -0.51405 -3.05904 3.18742  0.214
H -2.61412 0.06833 1.67935  0.247
H 2.48299 1.00444 -3.99543  0.214
H 2.93164 3.10015 -3.07474  0.213
H 0.52151 2.35372 0.40262  0.242
H -0.69010 -2.23721 -1.23027  0.495
H -2.85577 -1.72189 1.16989  0.245

Output
LUMO level ... 0.16 eV
HOMO ... -0.2944 Ha
SMILES string ... OSc1ccccc1.C=C(C)C#N
E ... -915.72765 a.u.


2.
ORCA calculation (ωB97M-V with the def2-TZVPD basis set) on the ion C4H12N3O with charge +1 in a non-equilibrium geometry.

Each line ends with the natural charge from an NBO analysis.
CARTESIAN COORDINATES (ANGSTROEM)
O -1.26790 -0.62294 0.49364  -0.687
N 0.72014 1.06703 0.08634  -0.636
N -2.67398 0.18721 -0.97794  -0.781
N 1.16461 -1.16585 1.46442  -0.681
C 2.11951 -0.92324 0.33667  -0.233
C -1.50345 0.25251 -0.32670  0.673
C -0.56679 1.42228 -0.55455  -0.336
C 1.48850 0.06412 -0.63421  -0.257
H -3.04965 0.88134 -1.58529  0.408
H -0.50916 1.72288 -1.60588  0.209
H 0.88091 -0.32667 1.95845  0.470
H 1.20957 1.94026 0.14217  0.381
H 2.39458 -1.82799 -0.20416  0.237
H 3.05298 -0.53827 0.75428  0.221
H -3.15709 -0.70722 -0.93878  0.420
H 1.60356 -1.89845 2.02799  0.435
H 0.32376 -1.55283 1.01322  0.476
H 2.09938 0.41124 -1.46839  0.231
H 0.75506 -0.52854 -1.20180  0.199
H -0.81263 2.36238 -0.05717  0.250

Output
LUMO level ... -2.81 eV
HOMO ... -0.5062 Ha
SMILES string ... NC(=O)CNCC[NH3+]
Charge ... +1
E ... -398.89917 a.u.


3.
ORCA calculation (ωB97M-V with the def2-TZVPD basis set) on a structure of composition C7H5O2Tl in a non-equilibrium geometry.

Each line ends with the Mulliken spin population.
CARTESIAN COORDINATES (ANGSTROEM)
Tl -3.65397 3.59301 -1.95039  0.000
O 3.11283 0.61841 -2.02350  0.000
O -1.79754 2.21348 -0.87999  0.000
C 0.14667 0.93845 -0.17354  -0.005
C 0.69893 -4.26642 1.78385  0.523
C 0.28743 -3.12767 2.32651  0.000
C -1.19880 1.15038 -0.91144  0.001
C 1.03396 -0.05700 -0.85988  -0.002
C 2.09644 0.31062 -1.55745  0.001
C -0.18484 -2.04617 2.76250  0.466
H 0.78030 -1.11651 -0.93396  -0.001
H -1.51752 0.36780 -1.62856  0.000
H 0.61185 1.91520 0.00468  0.000
H -0.29101 -1.06743 3.21038  0.010
H -0.12473 0.57385 0.83078  0.005

Output
Expectation value of S² ... 0.77
LUMO level (alpha / beta) ... -4.82 / -4.82 eV
HOMO (alpha / beta) ... -0.3997 / -0.4511 Ha
Charge ... +1
E ... -592.17459 a.u.
Multiplicity ... 2


4.
ORCA calculation (ωB97M-V with the def2-TZVPD basis set) on a cluster of 3 separate species, C18H38N2O9 in total.

Each line ends with the natural charge from an NBO analysis.
CARTESIAN COORDINATES (ANGSTROEM)
O 2.49536 -6.43911 2.55885  -0.555
O 1.40308 -0.41640 -4.41755  -0.515
O 3.18965 -2.88957 -0.33328  -0.556
O -5.47092 3.38760 -2.04776  -0.555
O -1.59155 4.06228 0.32114  -0.563
O -0.12026 -0.16951 -2.04045  -0.515
O 1.85219 2.62768 -1.72059  -0.583
O 0.91577 1.70797 -5.00246  -0.569
O 0.96526 0.99274 -0.47550  -0.556
N 3.40430 -3.61604 2.73863  -0.625
N -4.52290 3.00521 0.74034  -0.626
C 1.42719 3.04345 0.61363  -0.740
C 0.59415 0.57224 -4.83341  0.656
C 2.86127 -4.26562 -0.41423  -0.245
C -6.26334 3.57376 -0.88324  -0.067
C 3.38316 -2.32225 2.07137  -0.246
C 0.93693 0.17696 -1.62933  0.832
C 2.53578 -0.06057 -3.62877  -0.070
C 2.10311 -4.12207 3.14569  -0.242
C 2.61621 -2.19310 0.76036  -0.087
C -5.42165 4.05120 0.27994  -0.242
C -5.31104 2.04373 -2.45153  -0.245
C 3.77980 -7.02225 2.60996  -0.244
C 1.47448 2.24902 -0.64828  0.804
C -2.51638 4.49037 1.30469  -0.080
C 2.19888 -5.55214 3.62951  -0.068
C -2.03346 4.14078 -1.02439  -0.249
C 2.29298 -0.24032 -2.12427  -0.571
C -3.52766 3.42577 1.71551  -0.247
H 1.72212 -3.49990 3.96193  0.193
H 3.56338 -4.89041 0.14412  0.163
H -2.53773 3.22615 -1.34605  0.167
H -1.92026 4.73101 2.18899  0.188
H 3.97066 -7.48187 3.58485  0.171
H -6.78763 2.64873 -0.62326  0.176
H 1.55887 -2.46535 0.86752  0.168
H 3.81124 -7.79738 1.84632  0.194
H 2.97817 -1.58191 2.77010  0.191
H -1.15040 4.27538 -1.64898  0.198
H 2.86344 0.95610 -3.84137  0.220
H 0.39528 3.38281 0.73674  0.288
H 3.33469 -0.73799 -3.92765  0.197
H 1.35911 -4.09723 2.33703  0.168
H 2.91980 -4.55225 -1.46386  0.191
H 2.63967 -1.13558 0.48473  0.187
H -2.99716 5.42184 0.98255  0.165
H -2.70619 4.98941 -1.17346  0.174
H -6.08566 4.33365 1.10341  0.191
H 2.08839 3.90181 0.52180  0.237
H -4.89560 4.95939 -0.04670  0.167
H 3.03496 0.38152 -1.62214  0.236
H -0.42194 0.18964 -4.98343  0.126
H -2.96557 2.53725 2.01413  0.203
H 1.70945 2.43863 1.47457  0.231
H 4.41960 -2.03623 1.87512  0.204
H 2.48995 -1.26787 -1.80649  0.274
H -4.67319 1.47253 -1.76767  0.161
H 3.85226 -4.29514 2.13759  0.353
H -4.05000 3.78404 2.60969  0.189
H 1.23161 -5.84719 4.04475  0.185
H -4.05470 2.59372 -0.05638  0.356
H 2.95113 -5.64067 4.41961  0.176
H -4.84141 2.05765 -3.43331  0.196
H 1.84832 -4.45820 -0.05098  0.175
H -7.01166 4.33749 -1.11166  0.184
H 4.57767 -6.29855 2.40748  0.158
H -6.27669 1.53426 -2.53046  0.169

Output
LUMO level ... 0.68 eV
HOMO ... -0.3213 Ha
SMILES string ... CC(=O)OC(=O)CCOC=O.COCCNCCOC.COCCNCCOC
E ... -1495.23293 a.u.


5.
ORCA calculation (ωB97M-V with the def2-TZVPD basis set) on a cluster of 2 separate species, C4H10N2 in total in a non-equilibrium geometry.

Each line ends with the Mulliken spin population.
CARTESIAN COORDINATES (ANGSTROEM)
N -0.50430 -0.38736 -3.28499  0.644
N 1.78796 -0.62754 2.24776  0.153
C 1.46238 0.72852 2.37015  1.641
C -1.87586 -0.63648 -3.08448  0.144
C -2.49113 -0.53747 -1.91908  0.135
C 1.92189 1.55171 3.31397  -0.319
H 1.45016 -1.03707 1.37648  -0.364
H 0.91295 1.20772 1.56966  -0.283
H -2.03138 -0.12673 -1.02697  -0.048
H 1.51537 -1.18100 3.04385  -0.215
H -0.01331 -0.36865 -2.39385  -0.010
H 2.26000 1.36754 4.32657  0.010
H -2.39306 -1.05482 -3.94149  -0.101
H 1.70658 2.61881 3.25724  -0.014
H -0.14333 -0.89938 -4.06674  -0.322
H -3.56491 -0.61780 -1.78809  -0.050

Output
Expectation value of S² ... 0.75
LUMO level (alpha / beta) ... 3.93 / 3.85 eV
HOMO (alpha / beta) ... 0.0432 / -0.1823 Ha
Charge ... -1
E ... -267.80817 a.u.
Multiplicity ... 2


6.
ORCA calculation (ωB97M-V with the def2-TZVPD basis set) on a structure of composition C32H44N2O2PdSSe in a non-equilibrium geometry.

Each line ends with the Mulliken spin population.
CARTESIAN COORDINATES (ANGSTROEM)
Pd 2.13304 1.89026 1.14825  0.828
Se 2.52576 -0.30407 -0.89895  0.019
S 2.88427 2.96683 3.28515  0.117
O 2.23245 -0.01107 2.09062  0.145
O 1.83234 2.63405 -0.82392  0.319
N 4.84152 1.54797 2.11712  0.001
N 4.17721 3.50489 0.97166  -0.001
C -0.36911 5.02624 -1.85462  0.023
C -2.51738 -3.96179 0.27287  0.002
C 0.68656 -2.21283 4.84518  0.000
C -0.69680 -5.50108 1.03944  0.002
C -1.08391 0.63939 -2.84348  0.076
C 0.11249 -0.01136 -2.50518  0.004
C 0.81744 1.97265 -1.25971  0.183
C 0.38826 -1.53189 2.45229  0.017
C 0.69361 -2.41077 -0.20941  -0.030
C 4.98421 3.13941 0.00400  0.014
C -0.47708 2.57527 -1.44664  0.101
C -0.17755 4.19955 0.49731  -0.003
C -0.32176 -2.60310 1.91363  -0.004
C -0.19367 -3.08433 0.61277  0.030
C 3.96873 2.62288 2.01880  -0.014
C 1.01629 0.61142 -1.68931  0.078
C 0.09220 -1.14212 3.91792  0.002
C -2.35952 4.07687 -0.65922  0.007
C 0.65582 0.22194 4.33188  -0.007
C -0.73119 -4.66212 -1.29683  0.003
C 1.42702 -1.34573 0.29174  0.031
C 1.36999 -0.91142 1.63677  -0.022
C 5.72953 1.94186 -0.00525  -0.005
C -2.22382 0.92451 -5.02845  0.023
C -1.35143 1.89516 -2.26994  -0.017
C -0.84090 3.94843 -0.86519  0.031
C -3.47309 -0.06978 -3.09073  0.031
C -1.43081 -1.06936 4.14167  0.003
C -2.10803 0.02261 -3.78705  0.019
C -1.70152 -1.38281 -4.23622  0.016
C 5.63345 1.16578 1.10000  0.009
C -1.02202 -4.28796 0.15600  0.000
H 5.07756 3.83973 -0.82099  0.001
H -1.31464 -5.54496 -1.57226  0.000
H -2.44750 -1.76744 -4.93516  0.000
H -0.59725 6.02338 -1.46509  0.002
H -1.88365 -0.35190 3.45046  -0.001
H -0.94900 -5.31107 2.08629  0.000
H 0.26237 -3.19885 4.63477  0.000
H 1.77009 -2.27386 4.70870  -0.001
H -3.39741 -0.64978 -2.16678  -0.007
H 0.71020 4.95516 -2.01161  -0.001
H -0.31938 3.35591 1.15909  0.006
H 0.36908 -5.73756 0.98674  0.000
H -2.80568 -3.76257 1.30784  0.000
H -2.57259 5.03417 -0.17990  -0.001
H -3.87627 0.91486 -2.84124  -0.001
H -2.92126 4.05690 -1.59499  0.001
H 0.83895 -2.70588 -1.24221  0.000
H -3.12233 -4.80062 -0.08957  0.000
H 4.67663 0.92862 2.89580  -0.001
H -2.55387 1.93296 -4.76202  -0.001
H 0.27198 0.47049 5.32930  -0.002
H 6.16855 0.23498 1.22769  0.000
H -0.65116 5.05964 0.97689  -0.001
H -1.00483 -3.85180 -1.98006  -0.001
H -1.25908 1.00686 -5.53693  -0.001
H -2.73569 3.27906 -0.01233  0.000
H -1.26322 -6.37952 0.70895  0.000
H -2.76137 -3.07642 -0.32081  -0.001
H -2.94868 0.50232 -5.73124  0.002
H -1.64545 -2.07511 -3.39061  -0.007
H -1.92969 -2.03052 4.00713  0.000
H 6.35241 1.65965 -0.84262  0.001
H 0.34275 1.00767 3.64629  -0.001
H -1.02307 -3.11334 2.56644  -0.003
H 0.88158 4.41023 0.41157  -0.004
H 1.74224 0.23343 4.36322  0.000
H 0.48482 -1.96703 5.89451  0.000
H -1.63477 -0.73489 5.16341  0.000
H 0.31655 -1.01936 -2.84107  -0.004
H -2.30224 2.35728 -2.49369  -0.003
H -0.73538 -1.38179 -4.74916  0.000
H -4.19148 -0.56544 -3.74974  0.001
H -0.86784 4.90998 -2.82205  -0.004
H 0.32639 -4.89791 -1.44789  0.000

Output
Expectation value of S² ... 2.04
LUMO level (alpha / beta) ... -0.09 / -2.28 eV
HOMO (alpha / beta) ... -0.2626 / -0.2691 Ha
E ... -4433.19529 a.u.
Multiplicity ... 3


7.
ORCA calculation (ωB97M-V with the def2-TZVPD basis set) on a cluster of 2 separate species, C5H7NOS in total in a non-equilibrium geometry.

Each line ends with the natural charge from an NBO analysis.
CARTESIAN COORDINATES (ANGSTROEM)
S 1.61968 1.07551 -0.85439  1.067
O 2.40708 1.81558 0.14428  -0.878
N -0.45592 1.96555 0.66524  -0.512
C 2.23545 -1.58196 -0.04159  -0.553
C -1.79648 1.74785 0.87861  -0.045
C -2.19043 0.87578 -0.09588  -0.299
C -0.06177 1.10689 -0.41241  -0.173
C -1.14279 0.37955 -0.88721  -0.270
H 0.05416 2.35771 1.41598  0.429
H -2.30581 2.18452 1.74097  0.224
H -1.03722 -0.38600 -1.69876  0.248
H 1.55932 -2.01206 0.64217  0.175
H 2.22419 -1.74986 -1.19911  0.187
H -3.25002 0.58834 -0.32318  0.223
H 3.16120 -1.20758 0.35513  0.176

Output
LUMO level (alpha / beta) ... -0.79 / 0.14 eV
HOMO (alpha / beta) ... -0.3108 / -0.2797 Ha
E ... -722.76310 a.u.


8.
ORCA calculation (ωB97M-V with the def2-TZVPD basis set) on a structure of composition C28H44BrN3P2Pb in a non-equilibrium geometry.

Each line ends with the Löwdin charge.
CARTESIAN COORDINATES (ANGSTROEM)
Pb -0.47534 3.95862 0.25523  1.507
Br 1.36425 -0.70262 0.46121  0.758
P 4.90370 -0.26633 0.61143  0.930
P -0.91783 -2.81168 -0.20033  0.959
N -5.94129 4.91312 -3.80169  0.083
N -0.84155 2.69036 2.33602  -0.138
N -1.43431 2.34327 4.41671  0.088
C -0.13764 -3.71881 -2.74003  -0.107
C -4.02211 3.54586 -3.29900  0.010
C 0.21575 -3.70875 -1.25515  -0.311
C 5.30889 -1.97088 -1.57918  -0.169
C -1.61730 -0.20604 0.31109  -0.148
C -1.21306 -4.56993 1.98241  -0.102
C 4.54859 1.50062 0.85300  -0.455
C 4.36577 -0.89487 -1.02203  -0.482
C -0.66810 0.83924 -2.09784  -0.033
C -1.91679 1.09449 -0.05567  -0.078
C -3.82809 4.20513 -2.04328  -0.212
C -2.78121 3.82389 -1.11274  -0.174
C 5.78366 2.36290 0.50508  -0.174
C -0.65518 1.24843 4.04898  -0.035
C -0.61823 -3.22836 1.53595  -0.332
C -0.37764 -0.45148 -1.78081  -0.139
C -3.66700 -2.65677 0.30346  -0.115
C -0.30302 1.47460 2.76293  -0.151
C -1.37721 1.67274 -1.20702  -0.303
C -2.61019 -3.11856 -0.69342  -0.306
C -1.51578 3.19514 3.38031  -0.164
C 5.00695 -1.72326 3.01398  -0.170
C 4.06153 -1.27204 1.89253  -0.529
C -4.76994 5.22790 -1.72561  0.000
C -1.60748 3.09868 -1.55792  -0.393
C -5.09089 3.93566 -4.11492  -0.114
C -0.68816 -1.00107 -0.45952  -0.594
C -5.78644 5.54321 -2.63782  -0.111
H 0.47731 -3.21414 1.65965  0.078
H -3.26351 -2.35170 1.27747  0.058
H 4.30382 -0.04301 -1.71312  0.079
H -1.06535 -4.27791 -2.92923  0.087
H 3.67766 1.75688 0.23848  0.046
H 0.17841 -4.73162 -0.84234  0.111
H 5.86085 -2.27534 2.60596  0.069
H -4.37980 -3.46631 0.49387  0.093
H -0.53989 -5.04197 2.71297  0.094
H 0.28701 0.87043 2.08445  0.007
H 0.28138 -1.03298 -2.42169  0.102
H -1.99512 -0.59809 1.25532  0.101
H -2.65293 -4.20412 -0.87225  0.107
H 3.63463 -2.16860 1.41614  0.047
H 5.04982 -2.20856 -2.61610  0.066
H -2.07006 4.12978 3.40418  0.141
H 5.62308 3.41205 0.77212  0.063
H -2.62454 1.66071 0.54860  0.120
H -2.17271 -4.42235 2.48622  0.082
H -0.33556 1.28687 -3.03845  0.138
H 1.21022 -3.28927 -1.04387  0.087
H -4.22735 -1.81242 -0.11570  0.088
H 5.37800 -0.87027 3.59128  0.069
H 5.24336 -2.90085 -1.00537  0.065
H 4.29390 1.63237 1.91760  0.077
H -1.38120 -5.25628 1.14233  0.076
H -3.03174 4.00811 -0.04107  0.078
H -6.50161 6.34017 -2.41065  0.122
H -4.70793 5.76769 -0.78497  0.113
H 3.23262 -0.68677 2.31586  0.005
H 6.01988 2.33802 -0.56447  0.067
H 3.34978 -1.29511 -0.90540  -0.044
H -3.39948 2.71728 -3.63216  0.111
H -1.10621 3.43038 -2.48037  0.124
H 6.66862 2.01981 1.05440  0.067
H -0.24423 -2.71548 -3.16195  0.057
H 6.35189 -1.63885 -1.55867  0.067
H 4.46606 -2.38814 3.69753  0.066
H -0.98507 -2.39430 2.15076  0.086
H -1.82367 2.50944 5.33894  0.176
H -0.46624 0.40723 4.68580  0.127
H 0.69031 -4.20683 -3.26618  0.096
H -2.72977 -2.60683 -1.66264  0.113
H -5.27189 3.43844 -5.06963  0.120

Output
LUMO level ... -7.87 eV
HOMO ... -0.4064 Ha
Charge ... +2
E ... -4706.49170 a.u.


Question: Which formula does entry 6 have?
Answer: C32H44N2O2PdSSe